Computed, not measured: a structure of composition C22H35CaN3O3Si3 at a distorted geometry, with wB97M-V/def2-TZVPD.

- HOMO-LUMO gap (eV) = 7.46
- M (g/mol) = 513.876
- HOMO level (eV) = -7.74
- energy above the lowest of the compared OMol25 structures with the same formula, charge and spin (kcal per mole) = 20.8

Structure (ORCA input):
```
! wB97M-V def2-TZVPD RIJCOSX def2/J DEFGRID3
* xyz 0 1
Ca 0.516 1.177 -0.272
O -0.459 2.466 2.962
C 0.063 2.776 1.906
N 1.231 2.350 1.374
C 2.266 1.812 2.061
O 2.553 1.934 3.234
C 3.202 1.058 1.125
C 4.227 0.293 1.664
C 5.093 -0.363 0.808
C 4.938 -0.193 -0.561
C 3.891 0.590 -1.013
N 3.018 1.183 -0.198
C -0.682 3.659 0.922
C -1.599 4.594 1.383
C -2.280 5.367 0.460
C -2.034 5.173 -0.892
C -1.114 4.207 -1.262
N -0.443 3.468 -0.381
H 4.316 0.236 2.739
H 5.883 -0.993 1.194
H 5.610 -0.669 -1.261
H 3.744 0.748 -2.075
H -1.752 4.700 2.448
H -3.001 6.105 0.787
H -2.554 5.750 -1.643
H -0.903 4.016 -2.308
C -3.296 1.632 -0.510
O -2.079 0.911 -0.450
Si -1.961 -0.616 0.286
C -2.260 -0.344 2.127
C -3.410 -1.687 -0.317
C -0.266 -1.094 -0.270
Si -0.222 -1.593 -2.059
C -1.197 -0.388 -3.166
C -0.832 -3.339 -2.482
C 1.542 -1.461 -2.765
Si 0.503 -2.307 0.918
C -0.630 -3.803 1.215
C 0.854 -1.544 2.623
C 2.165 -2.999 0.314
H -4.143 0.967 -0.698
H -3.244 2.355 -1.326
H -3.478 2.176 0.423
H -3.242 0.112 2.283
H -1.517 0.322 2.568
H -2.244 -1.283 2.685
H -4.351 -1.409 0.163
H -3.219 -2.735 -0.080
H -3.544 -1.612 -1.400
H -2.260 -0.375 -2.917
H -1.099 -0.663 -4.219
H -0.821 0.636 -3.053
H -1.830 -3.522 -2.076
H -0.160 -4.091 -2.060
H -0.874 -3.495 -3.563
H 1.833 -0.413 -2.893
H 1.591 -1.939 -3.747
H 2.279 -1.940 -2.120
H -1.576 -3.470 1.652
H -0.190 -4.537 1.895
H -0.860 -4.306 0.273
H 0.009 -1.672 3.301
H 1.051 -0.471 2.565
H 1.724 -2.013 3.087
H 2.031 -3.650 -0.554
H 2.632 -3.587 1.108
H 2.860 -2.201 0.041
*
```